1.
The following is a quantum chemistry calculation of a cluster of 8 separate species, C57H34F9N2O17P in total, from the OMol25 dataset.

The net charge is 0. The calculation puts the largest force on an atom at 11.2 eV Å⁻¹. The LUMO energy is -2.538 eV. The value obtained for the HOMO energy is -8.858 eV. As for the HOMO-LUMO gap: 6.32 eV. The electronic energy comes out at -131164.646 eV. As for the structure (SMILES): N=[PH2]C1=C(C(F)(F)C(F)(F)C(F)(F)C(F)(F)F)C(=O)c2cc(N=C=O)ccc2C1=O.O=C1C=CC(=O)C=C1.O=C1C=CC(=O)C=C1.O=C1C=CC(=O)C=C1.O=C1C=CC(=O)C=C1.O=C1C=CC(=O)C=C1.O=C1C=CC(=O)C=C1.O=C1C=CC(=O)C=C1.

CARTESIAN COORDINATES (ANGSTROEM)
1 N 2.88752 -1.75564 0.54001
2 P 2.27821 -0.98180 -0.74346
3 C 3.55253 -0.75939 -2.14835
4 C 4.64579 0.24845 -2.04369
5 C 4.89439 1.29966 -0.81134
6 F 5.68547 2.44216 -1.40680
7 F 3.63731 1.95324 -0.30224
8 C 5.82033 0.63604 0.36581
9 F 5.05846 0.09216 1.52578
10 F 6.53041 -0.53318 -0.27562
11 C 6.98308 1.61287 0.98076
12 F 7.56876 0.86344 2.15543
13 F 8.15665 1.81517 0.05075
14 C 6.42048 3.03203 1.61649
15 F 7.26439 3.28656 2.84029
16 F 5.01708 2.97759 2.08533
17 F 6.66699 4.21357 0.72482
18 C 5.72479 0.30071 -3.32091
19 O 7.04244 0.46637 -3.18775
20 C 5.02000 0.06446 -4.81937
21 C 5.56768 0.91659 -6.10993
22 C 4.81448 0.63907 -7.55684
23 N 5.28589 1.45190 -8.74903
24 C 6.67208 1.60317 -8.72465
25 O 7.90424 2.04278 -8.39056
26 C 3.59049 -0.49318 -7.66875
27 C 3.03490 -1.35624 -6.35494
28 C 3.77540 -1.04812 -4.92515
29 C 3.34858 -1.76118 -3.47318
30 O 2.89991 -3.02562 -3.37165
31 H 2.34094 -2.64768 0.64859
32 H 1.18476 -1.81916 -1.25506
33 H 1.69156 0.30316 -0.46422
34 H 6.42820 1.69078 -5.92802
35 H 3.11621 -0.62320 -8.73473
36 H 2.15091 -2.15205 -6.43118
37 C 9.13498 3.84665 5.63580
38 C 9.80977 2.74666 5.28794
39 C 10.98651 2.29478 6.05624
40 O 11.60593 1.28922 5.73739
41 C 11.38747 3.10419 7.22411
42 C 10.71268 4.20418 7.57197
43 C 9.53593 4.65605 6.80366
44 O 8.91651 5.66162 7.12251
45 H 8.27020 4.19235 5.08270
46 H 9.52779 2.14183 4.43443
47 H 12.25224 2.75849 7.77720
48 H 10.99465 4.80901 8.42548
49 C 13.15703 5.31097 10.80548
50 C 13.62780 5.43448 12.05025
51 C 14.83764 4.71014 12.48709
52 O 15.26809 4.82104 13.62680
53 C 15.50762 3.84580 11.49520
54 C 15.03685 3.72229 10.25044
55 C 13.82701 4.44663 9.81359
56 O 13.39656 4.33573 8.67389
57 H 12.27053 5.83462 10.46908
58 H 13.14815 6.06509 12.78923
59 H 16.39412 3.32215 11.83161
60 H 15.51650 3.09168 9.51146
61 C -2.32728 -2.21876 -2.61085
62 C -3.43223 -2.96461 -2.70636
63 C -3.36388 -4.39038 -3.08281
64 O -4.37488 -5.07329 -3.17241
65 C -2.02785 -4.96007 -3.34788
66 C -0.92290 -4.21422 -3.25236
67 C -0.99125 -2.78845 -2.87591
68 O 0.01975 -2.10553 -2.78631
69 H -2.35984 -1.17138 -2.33664
70 H -4.41944 -2.56165 -2.51439
71 H -1.99529 -6.00745 -3.62209
72 H 0.06431 -4.61718 -3.44433
73 C 1.38610 -6.62585 -6.77247
74 C 0.95986 -6.39445 -5.52703
75 C 0.11394 -7.37107 -4.81300
76 O -0.27829 -7.15921 -3.67380
77 C -0.24116 -8.61329 -5.52756
78 C 0.18508 -8.84469 -6.77299
79 C 1.03101 -7.86807 -7.48703
80 O 1.42324 -8.07994 -8.62623
81 H 2.00656 -5.91974 -7.31070
82 H 1.21232 -5.48849 -4.98915
83 H -0.86162 -9.31940 -4.98933
84 H -0.06737 -9.75065 -7.31088
85 C -9.17913 -0.92301 -1.14908
86 C -7.89958 -0.57475 -0.98235
87 C -6.82689 -1.58858 -0.95614
88 O -5.65569 -1.27090 -0.80159
89 C -7.22255 -3.00119 -1.12285
90 C -8.50210 -3.34945 -1.28958
91 C -9.57480 -2.33562 -1.31578
92 O -10.74599 -2.65330 -1.47033
93 H -9.97822 -0.19208 -1.16997
94 H -7.59316 0.45715 -0.85946
95 H -6.42346 -3.73212 -1.10196
96 H -8.80852 -4.38135 -1.41247
97 C -14.02166 1.83435 -1.65560
98 C -12.76716 1.60676 -1.25465
99 C -11.73644 2.66104 -1.32758
100 O -10.58749 2.45301 -0.96269
101 C -12.14589 3.97627 -1.85892
102 C -13.40040 4.20386 -2.25987
103 C -14.43111 3.14958 -2.18694
104 O -15.58007 3.35760 -2.55184
105 H -14.78962 1.07187 -1.60953
106 H -12.45135 0.64768 -0.86190
107 H -11.37793 4.73874 -1.90500
108 H -13.71621 5.16293 -2.65262
109 C -16.69510 2.28418 2.56295
110 C -15.51129 2.14411 1.95856
111 C -14.98748 0.81152 1.59934
112 O -13.90315 0.68225 1.04793
113 C -15.82279 -0.35948 1.93222
114 C -17.00660 -0.21941 2.53661
115 C -17.53041 1.11318 2.89583
116 O -18.61473 1.24245 3.44724
117 H -17.09361 3.25424 2.83390
118 H -14.88713 2.99324 1.70709
119 H -15.42427 -1.32954 1.66127
120 H -17.63076 -1.06853 2.78808

=====

2.
The following is a quantum chemistry calculation of a structure of composition C57H42N8OP3SSe2V, from the OMol25 dataset.

The net charge is +1. The calculation puts the largest force on an atom at 1.3 eV Å⁻¹. The LUMO energy (spin up / spin down) is -2.938 / -3.140 eV. The value obtained for the HOMO energy (spin up / spin down) is -9.594 / -8.436 eV. As for the HOMO-LUMO gap (spin up / spin down): 6.66 / 5.30 eV. The spin multiplicity is 2. The electronic energy comes out at -268835.703 eV.

CARTESIAN COORDINATES (ANGSTROEM)
1 V -1.42910 0.31545 -1.56409
2 Se -0.63176 -1.30838 5.01616
3 P 0.04836 0.54862 4.31536
4 C 1.79970 0.76460 4.69859
5 C 2.10493 1.16259 6.00573
6 C 3.42373 1.24543 6.41711
7 C 4.45486 0.92365 5.53833
8 C 4.15823 0.51467 4.24938
9 C 2.83175 0.43688 3.83580
10 C -0.72685 2.03017 5.00319
11 C -1.67701 1.92791 6.00684
12 C -2.23169 3.08496 6.55008
13 C -1.83512 4.33042 6.08911
14 C -0.88009 4.43166 5.08008
15 C -0.32572 3.28318 4.54030
16 C -0.38961 0.77252 2.52800
17 C 0.05680 0.58007 1.22863
18 N -1.04754 0.51522 0.44324
19 N -2.11663 0.71343 1.22288
20 N -1.74861 0.87620 2.45616
21 P 1.63943 0.50776 0.36936
22 Se 1.23775 0.58611 -1.77075
23 C 2.62746 1.91728 0.88883
24 C 2.04816 3.18407 0.79833
25 C 2.77552 4.30483 1.16479
26 C 4.08589 4.16750 1.61063
27 C 4.66433 2.91113 1.69863
28 C 3.93582 1.78493 1.34292
29 C 2.40086 -1.06643 0.79878
30 C 3.57802 -1.37836 0.23882
31 C 4.08032 -2.73990 -0.02409
32 C 3.35348 -3.86108 -0.01662
33 C 1.91787 -4.01073 0.40484
34 C 1.35566 -2.07319 1.19899
35 H 1.30962 1.40405 6.70102
36 H 3.65161 1.55702 7.42874
37 H 5.48566 0.98411 5.86588
38 H 4.95684 0.24513 3.56814
39 H 2.61370 0.07319 2.84286
40 H -1.98321 0.94594 6.34795
41 H -2.97612 3.00916 7.33288
42 H -2.26666 5.22833 6.51503
43 H -0.56760 5.40605 4.72466
44 H 0.42801 3.36087 3.76113
45 H 1.03069 3.29226 0.44067
46 H 2.32357 5.28698 1.10175
47 H 4.65482 5.04286 1.89783
48 H 5.67902 2.80217 2.06034
49 H 4.37988 0.80814 1.46218
50 H 4.18377 -0.58634 -0.18777
51 H 5.11554 -2.81318 -0.33693
52 H 3.86735 -4.77771 -0.28816
53 H 1.56054 -5.02753 0.26081
54 H 0.51163 -1.61269 1.70084
55 S -0.80147 5.53782 -6.88401
56 N -1.14425 3.96831 -7.01627
57 C -1.23593 3.51094 -5.77755
58 C -1.55018 2.12957 -5.40855
59 C -1.90062 1.14902 -6.33135
60 C -2.25898 -0.09637 -5.86378
61 C -2.19598 -0.35793 -4.50499
62 N -1.79656 0.55372 -3.59954
63 C -1.53742 1.81495 -4.05936
64 C -1.33461 2.83466 -3.03608
65 N -1.44482 2.41320 -1.75668
66 C -1.40432 3.33179 -0.78711
67 C -1.21158 4.67895 -1.04205
68 C -1.04330 5.10406 -2.34582
69 C -1.11428 4.16700 -3.36629
70 C -1.01986 4.49684 -4.78920
71 N -0.76400 5.69857 -5.28045
72 H -1.91503 1.38801 -7.38752
73 H -2.57535 -0.88204 -6.53703
74 H -2.44603 -1.33907 -4.12731
75 H -1.52645 2.97089 0.22586
76 H -1.19546 5.37542 -0.21383
77 H -0.87649 6.14694 -2.58922
78 O -3.94058 1.20200 -0.88354
79 N -3.34827 0.00005 -1.35778
80 C -4.25095 -0.86291 -1.64908
81 C -4.04276 -2.28646 -1.97752
82 C -5.23961 -2.95395 -2.26045
83 C -5.28308 -4.32057 -2.44680
84 C -4.11726 -5.06182 -2.31716
85 C -2.92680 -4.41354 -2.04114
86 C -2.84790 -3.02624 -1.89707
87 P -1.20563 -2.24680 -1.62855
88 C -0.48740 -3.10369 -0.19733
89 C 0.99639 -2.86606 -0.10870
90 C 1.73852 -3.42250 1.85203
91 C 0.55390 -4.05151 2.54282
92 C -0.68993 -4.15262 2.07025
93 C -1.21448 -3.63687 0.78441
94 C -0.13990 -2.93795 -2.96188
95 C 0.35658 -2.14019 -3.98848
96 C 1.18203 -2.66862 -4.97475
97 C 1.53887 -4.00656 -4.93391
98 C 1.08607 -4.80877 -3.89193
99 C 0.25967 -4.27631 -2.91473
100 H -3.61524 1.22161 0.04663
101 H -5.27346 -0.52256 -1.55121
102 H -6.15435 -2.37492 -2.31683
103 H -6.22424 -4.80729 -2.66937
104 H -4.13234 -6.13857 -2.43098
105 H -2.03152 -5.01064 -1.93942
106 H 1.36938 -2.39655 -1.01222
107 H 2.62604 -3.43180 2.47712
108 H 0.74867 -4.48517 3.51848
109 H -1.42055 -4.64199 2.70324
110 H -2.29180 -3.68799 0.66444
111 H 0.12642 -1.08778 -4.01685
112 H 1.55718 -2.02647 -5.76256
113 H 2.18201 -4.42202 -5.69975
114 H 1.38460 -5.84832 -3.83452
115 H -0.03328 -4.90491 -2.08101